70
Properties=species:S:1:pos:R:3:forces:R:3 method="wB97M-V/def2-TZVPD" gap_ev="10.816 / 6.904" charge=+3 homo_ev="-18.88 / -20.06" energy_ha=-2693.106698 relative_energy_kj_mol=19.5 max_force_ev_per_a=2.10 multiplicity=5
Co -0.8217 0.1275 0.0016 -1.6 0.1 0.1
C -3.3466 1.3850 -1.8165 0.3 0.1 0.1
C -2.8966 2.4900 -0.8726 -0.3 -0.1 -0.3
N -1.7968 2.0985 0.0605 0.5 -0.5 0.0
C -2.1202 2.4491 1.4626 0.1 0.1 0.2
C -1.0502 1.8965 2.3737 -0.1 0.2 0.0
N -0.9291 0.4293 2.1914 0.4 -0.1 -0.3
C -2.0094 -0.3284 2.8931 -0.4 -0.1 -0.1
C -3.1247 -0.8262 1.9762 0.3 -0.1 -0.1
C -2.7390 -2.0905 1.2220 -0.3 0.1 0.3
N -1.8461 -1.8084 0.0593 0.5 0.4 0.0
C -2.5400 -2.0105 -1.2315 0.0 0.0 -0.3
C -1.6855 -1.4879 -2.3652 -0.2 -0.1 0.0
N -1.2966 -0.0725 -2.1454 0.5 -0.1 0.2
C -2.2366 0.9147 -2.7487 -0.4 0.2 0.0
H -4.1456 1.8041 -2.4295 -0.1 -0.1 0.0
H -3.7809 0.5554 -1.2557 -0.1 0.0 0.0
H -3.7552 2.8078 -0.2827 0.1 0.1 0.1
H -2.5782 3.3464 -1.4684 0.0 0.1 0.1
H -0.9778 2.6511 -0.1908 -0.1 0.2 0.0
H -3.0967 2.0368 1.7116 0.0 0.0 -0.1
H -2.1866 3.5316 1.5895 0.0 0.0 -0.1
H -1.2792 2.1439 3.4121 0.0 0.0 0.0
H -0.0926 2.3580 2.1310 0.0 -0.1 0.1
H -0.0557 0.1639 2.6355 0.0 0.0 0.0
H -2.4346 0.3044 3.6742 0.1 0.0 0.0
H -1.5595 -1.1897 3.3880 0.1 0.0 0.1
H -3.4110 -0.0551 1.2534 -0.2 0.0 0.1
H -4.0013 -1.0373 2.5890 0.0 0.0 0.0
H -3.6420 -2.5849 0.8639 0.1 -0.1 -0.1
H -2.2415 -2.7822 1.9021 0.0 -0.1 -0.1
H -1.0916 -2.4903 0.0844 -0.1 -0.1 0.0
H -3.4980 -1.4948 -1.1970 0.0 0.0 0.1
H -2.7470 -3.0695 -1.3987 -0.1 0.0 0.1
H -2.2320 -1.5997 -3.3035 0.1 0.0 0.0
H -0.7747 -2.0867 -2.4493 0.0 0.0 0.0
H -0.4227 0.0522 -2.6475 0.0 0.0 0.0
H -2.6750 0.4786 -3.6484 0.1 -0.1 0.0
H -1.6583 1.7855 -3.0653 0.1 -0.1 0.0
C 4.2743 0.5368 0.9640 0.2 -0.1 0.0
C 2.9835 1.1382 0.4171 -0.8 0.1 0.0
C 2.3899 2.1882 1.3507 0.1 0.0 0.0
P 1.7554 -0.1819 -0.1550 2.0 -0.5 -0.1
C 2.1845 -0.3811 -1.9583 -0.7 0.2 0.1
C 3.6525 -0.7244 -2.2345 0.1 -0.1 0.1
C 1.8180 0.9197 -2.7065 0.1 0.0 0.1
C 1.8359 -1.8124 0.7892 -0.5 0.4 0.0
C 2.7091 -2.8891 0.1488 0.1 -0.1 -0.1
C 2.1601 -1.6049 2.2727 0.0 0.0 0.0
H 5.0797 1.2502 0.7708 -0.1 0.0 0.0
H 4.5669 -0.3963 0.4846 0.0 0.0 0.0
H 4.2311 0.4011 2.0417 -0.1 -0.1 0.0
H 3.1848 1.6213 -0.5421 0.0 0.0 0.0
H 2.1313 1.7725 2.3264 0.0 0.0 0.0
H 1.5201 2.6775 0.9075 0.1 0.0 0.0
H 3.1363 2.9643 1.5266 0.0 0.0 0.0
H 1.5612 -1.2079 -2.3175 0.0 0.0 0.0
H 4.3303 0.0609 -1.9029 0.0 0.0 0.0
H 3.7552 -0.7991 -3.3193 0.0 0.0 0.0
H 3.9716 -1.6739 -1.8168 0.0 0.0 0.0
H 2.6439 1.6300 -2.6716 0.0 0.0 0.0
H 0.9391 1.4333 -2.3047 0.0 0.0 0.0
H 1.6480 0.7035 -3.7619 0.0 0.0 0.0
H 0.7950 -2.1599 0.7269 0.1 0.0 0.0
H 3.7682 -2.6558 0.2426 0.0 0.0 0.0
H 2.4668 -3.0733 -0.8969 0.0 0.0 0.0
H 2.5407 -3.8216 0.6907 0.0 0.0 0.0
H 3.2324 -1.5359 2.4271 0.0 0.1 0.0
H 1.8134 -2.4647 2.8462 0.0 0.0 0.0
H 1.6977 -0.7110 2.6962 0.1 0.0 0.0


72
Properties=species:S:1:pos:R:3:forces:R:3 method="wB97M-V/def2-TZVPD" gap_ev=5.646 charge=+1 homo_ev=-11.40 energy_ha=-1679.476829 relative_energy_kj_mol=514.1 max_force_ev_per_a=3.69 multiplicity=1
C 0.0036 3.1539 4.3691 0.3 -0.1 -0.5
C 0.0092 2.0880 3.1847 1.8 -0.1 3.2
F 1.3520 1.6116 3.0850 -2.2 0.8 -0.9
S -0.6143 2.7734 1.5586 0.3 -1.1 -1.5
N 0.7885 2.9191 0.5520 -0.8 -0.9 -0.8
C 1.0537 1.7664 0.0292 -0.5 -0.8 3.6
O 1.3096 0.6325 0.0067 -0.1 2.3 -1.4
H -0.4902 2.7234 5.2856 0.2 0.6 -1.2
H 1.0851 3.3660 4.6561 -1.4 -0.3 -0.6
H -0.4641 4.1105 3.9938 0.3 -1.0 0.9
H -0.6247 1.1820 3.4158 0.4 1.0 -0.7
H -1.1579 4.0369 1.7437 1.3 -0.4 0.1
C 2.7520 -4.6561 -1.7223 0.0 0.1 0.1
C 1.7010 -4.4676 -2.8032 0.2 0.0 0.0
O 0.4240 -4.1057 -2.2977 -0.3 0.0 0.0
C 0.3535 -2.8944 -1.5657 0.1 -0.1 -0.1
C 0.7731 -1.6744 -2.3692 0.1 0.0 -0.2
H 2.4274 -5.4094 -1.0002 0.0 0.0 -0.1
H 3.6976 -4.9775 -2.1634 -0.1 0.0 0.0
H 2.9387 -3.7329 -1.1689 0.1 0.0 -0.1
H 1.5665 -5.4131 -3.3329 -0.2 0.1 0.1
H 2.0328 -3.7399 -3.5513 0.1 0.0 0.0
H 0.9376 -2.9763 -0.6424 0.1 0.1 0.0
H -0.6894 -2.7762 -1.2625 0.0 -0.2 -0.1
H 1.8165 -1.7314 -2.6843 0.0 0.0 0.1
H 0.6545 -0.7671 -1.7718 0.0 -0.2 -0.1
H 0.1624 -1.5814 -3.2707 0.0 0.0 0.1
C 6.9023 4.2496 0.4211 -0.1 0.0 -0.1
C 6.2680 3.7913 1.7229 0.3 0.0 -0.1
O 4.8488 3.7186 1.6700 -0.4 0.1 0.1
C 4.2969 2.8317 0.7128 0.4 -0.1 0.0
C 4.7167 1.3846 0.9136 0.0 -0.1 0.0
H 6.5059 5.2239 0.1243 0.1 0.0 0.1
H 7.9849 4.3310 0.5339 -0.1 0.0 0.0
H 6.7035 3.5538 -0.3971 0.1 0.0 0.0
H 6.5109 4.5120 2.5066 -0.2 -0.1 0.0
H 6.6845 2.8321 2.0468 0.0 0.0 -0.1
H 4.5347 3.1731 -0.3005 0.0 -0.1 0.0
H 3.2121 2.9022 0.8163 0.1 0.2 0.2
H 5.7936 1.2529 0.8035 -0.1 0.0 -0.1
H 4.2257 0.7405 0.1790 0.1 0.0 0.0
H 4.4443 1.0427 1.9154 0.0 0.0 -0.1
C -5.7229 -1.6469 4.0170 0.0 0.0 0.2
C -4.4903 -0.9882 3.4229 -0.2 -0.1 0.0
O -3.6306 -0.4089 4.3962 0.3 0.4 -0.1
C -3.0880 -1.2924 5.3704 0.0 -0.2 0.0
C -2.2448 -2.4075 4.7755 0.0 0.0 -0.1
H -6.2910 -0.9286 4.6131 0.0 0.0 -0.1
H -6.3671 -2.0325 3.2245 0.0 0.0 0.0
H -5.4638 -2.4812 4.6718 0.0 0.0 -0.1
H -4.8080 -0.1742 2.7664 0.1 0.1 0.1
H -3.9328 -1.6909 2.7948 0.0 -0.1 0.0
H -3.8868 -1.6971 5.9989 0.0 -0.1 0.0
H -2.4587 -0.6840 6.0238 -0.1 0.1 -0.1
H -2.8295 -3.0600 4.1254 0.0 0.0 0.1
H -1.8176 -3.0246 5.5692 0.0 0.1 -0.1
H -1.4284 -1.9934 4.1772 0.0 0.0 0.1
C -3.5690 -1.0130 -6.8813 0.0 -0.1 0.1
C -3.9786 0.3508 -6.3516 0.1 -0.1 -0.1
O -4.4200 0.3274 -5.0018 -0.2 0.1 0.2
C -3.4838 -0.1248 -4.0379 0.0 0.0 -0.1
C -2.2186 0.7155 -3.9807 0.1 0.1 -0.1
H -4.3941 -1.7233 -6.7879 0.0 0.1 0.0
H -3.2841 -0.9425 -7.9329 0.0 0.0 0.1
H -2.7196 -1.4259 -6.3325 0.0 0.0 -0.1
H -4.8176 0.7218 -6.9442 0.0 0.0 0.2
H -3.1696 1.0789 -6.4734 0.1 0.0 0.0
H -3.2466 -1.1802 -4.2074 0.1 0.0 0.0
H -3.9868 -0.0726 -3.0697 -0.2 0.0 -0.1
H -1.6646 0.6850 -4.9202 0.0 -0.1 0.1
H -1.5557 0.3506 -3.1910 0.0 0.0 0.0
H -2.4626 1.7616 -3.7770 0.0 -0.1 0.0


70
Properties=species:S:1:pos:R:3:forces:R:3 method="wB97M-V/def2-TZVPD" gap_ev="9.867 / 6.062" charge=+4 homo_ev="-21.68 / -22.32" energy_ha=-1437.493688 relative_energy_kj_mol=0.0 max_force_ev_per_a=0.92 multiplicity=5
Pd 0.0434 -0.3145 0.8010 -0.4 -0.7 -0.5
C -1.9451 -1.8816 2.5050 0.0 -0.1 0.0
C -0.9128 -1.5168 3.5625 0.0 -0.1 -0.1
N 0.2259 -0.6855 3.0206 0.0 0.3 0.1
C 0.3948 0.6485 3.6860 0.1 0.0 0.0
C 0.4997 1.7221 2.6168 -0.2 -0.2 0.1
N 1.7068 1.6852 1.8189 0.1 0.7 0.4
C 3.0294 1.3486 2.3054 0.0 0.0 -0.1
C 3.4666 -0.1292 2.1091 0.0 -0.1 0.0
C 3.3560 -0.6643 0.6860 0.0 0.1 0.1
N 2.0270 -1.2414 0.3189 0.1 0.1 -0.1
C 1.8564 -2.6517 0.7605 -0.1 -0.1 0.0
C 0.6136 -3.2350 0.1086 0.1 0.1 0.1
N -0.5818 -2.4004 0.4123 -0.1 0.0 0.0
C -1.4760 -2.9318 1.4995 0.0 0.1 0.1
H -2.3311 -0.9834 2.0025 0.0 0.0 0.0
H -2.8107 -2.2988 3.0258 0.0 0.0 0.0
H -0.4920 -2.4298 3.9857 0.0 0.0 0.0
H -1.3784 -0.9771 4.3859 0.0 0.0 0.0
H 1.0741 -1.2036 3.2154 0.0 0.0 -0.1
H 1.2550 0.6362 4.3564 0.0 0.0 0.0
H -0.4761 0.8739 4.3012 0.0 0.0 0.0
H 0.3809 2.7735 2.9472 0.1 -0.1 0.3
H -0.3993 1.5976 1.9760 0.3 0.3 -0.3
H 1.7089 2.3417 1.0379 -0.1 -0.2 -0.1
H 3.0653 1.5981 3.3716 0.0 -0.1 0.0
H 3.7217 1.9925 1.7619 0.0 0.0 0.0
H 2.9881 -0.7925 2.8294 0.0 0.0 0.0
H 4.5212 -0.1236 2.3937 0.0 0.0 0.0
H 4.1022 -1.4520 0.5542 0.0 0.0 0.0
H 3.6003 0.1174 -0.0360 0.0 0.0 0.0
H 1.9936 -1.2477 -0.6995 0.1 0.0 0.0
H 1.7830 -2.6824 1.8485 0.0 0.0 0.0
H 2.7348 -3.2388 0.4797 0.0 0.0 0.0
H 0.4488 -4.2594 0.4445 0.0 0.0 0.0
H 0.7488 -3.2792 -0.9735 0.0 0.0 0.0
H -1.1449 -2.3340 -0.4292 0.0 0.0 0.0
H -0.9385 -3.7246 2.0214 0.0 0.0 0.0
H -2.3366 -3.3962 1.0162 0.0 0.0 0.0
C -2.5162 2.5629 -0.1543 0.0 0.0 0.1
C -2.5381 1.4280 -1.1836 0.1 -0.1 -0.1
C -3.4903 0.3058 -0.7522 0.0 0.0 0.0
P -0.8429 0.7506 -1.4433 0.0 0.4 -0.2
C -1.0390 -0.4105 -3.0682 -0.1 -0.1 -0.1
C -1.7143 0.2075 -4.2491 0.1 0.1 0.1
C 0.1969 -1.2058 -3.3525 0.0 0.1 0.0
C 0.1889 2.2208 -2.2274 -0.3 -0.4 0.2
C 1.6217 1.8343 -2.4658 0.0 0.0 0.0
C -0.4744 3.0345 -3.2961 0.1 0.0 0.1
H -3.5229 2.9738 -0.0680 0.0 0.0 0.0
H -1.8600 3.3897 -0.4303 0.0 0.0 0.0
H -2.2460 2.1944 0.8411 0.0 0.0 0.0
H -2.8852 1.8277 -2.1378 0.1 0.0 0.0
H -3.1455 -0.1926 0.1584 0.0 0.0 0.0
H -3.6488 -0.4412 -1.5320 0.0 0.0 0.0
H -4.4664 0.7384 -0.5303 0.0 0.0 0.0
H -1.7712 -0.9622 -2.4348 0.0 0.0 0.0
H -0.9961 0.6275 -4.9538 0.0 0.0 0.0
H -2.4854 0.9360 -4.0086 0.0 0.0 0.0
H -2.2248 -0.6078 -4.7853 0.0 0.0 0.0
H 0.9334 -0.6307 -3.9149 0.0 0.0 0.0
H -0.0819 -2.0447 -4.0034 0.0 0.0 0.0
H 0.6591 -1.6268 -2.4593 0.0 0.0 0.0
H 0.0444 2.6971 -1.2267 0.1 0.1 0.0
H 1.7567 1.3883 -3.4518 0.0 0.0 0.0
H 2.0179 1.1583 -1.7028 0.0 0.0 0.0
H 2.2389 2.7395 -2.4669 0.0 0.0 0.0
H -0.3118 2.6104 -4.2874 0.0 0.0 0.0
H 0.0139 4.0186 -3.3092 0.0 0.0 0.0
H -1.5338 3.2179 -3.1314 0.0 0.0 0.0